ORCA calculation (ωB97M-V/def2-TZVPD) on a 3-piece molecular cluster, C4H14O2 overall at a distorted geometry.

Element x y z (Å)
1 C -0.92476 1.09867 -1.15548
2 C 0.49441 0.52653 -1.19461
3 C 1.14424 0.25314 0.15358
4 C 0.55998 -0.72885 -2.07956
5 H -1.12849 1.59933 -0.21678
6 H -1.08037 1.70913 -2.04612
7 H -1.64490 0.29429 -1.31866
8 H 1.17326 1.22037 -1.71187
9 H 2.05604 -0.33148 0.00853
10 H 0.43764 -0.26018 0.78740
11 H 1.52909 1.12248 0.69007
12 H 0.19460 -0.60491 -3.10194
13 H 1.60201 -1.00066 -2.26471
14 H 0.01383 -1.52340 -1.56642
15 H -0.14344 -2.65851 2.25846
16 H -1.12773 -1.50825 2.35857
17 O -1.07789 -2.44844 2.13099
18 H -1.48074 1.07047 2.78211
19 H 0.01811 1.37480 2.52564
20 O -0.61488 0.79547 2.96081

Properties
frontier orbital gap: 11.58 eV
net charge: 0
E_LUMO: 0.65 eV
SMILES: CC(C)C.O.O
multiplicity: 1